(1)
{"formula": "C5H12N2O3", "method": "ωB97M-V with the def2-TZVPD basis set", "elements": ["N", "C", "O", "C", "O", "O", "H", "H", "H", "C", "C", "N", "C", "H", "H", "H", "H", "H", "H", "H", "H", "H"], "coordinates": [[-0.676, 1.349, 3.158], [-0.687, 1.515, 1.833], [-0.533, 2.585, 1.258], [-1.074, 0.227, 1.056], [-0.872, -0.880, 1.553], [-2.205, 0.475, 0.357], [-0.958, 0.459, 3.550], [-0.503, 2.132, 3.773], [-2.709, -0.345, 0.281], [0.147, -1.882, -1.903], [0.162, -0.364, -1.981], [0.514, 0.298, -0.719], [1.877, 0.045, -0.266], [1.152, -2.296, -1.740], [-0.507, -2.233, -1.093], [-0.228, -2.288, -2.852], [0.868, -0.044, -2.770], [-0.836, 0.000, -2.261], [0.397, 1.302, -0.847], [1.928, -0.947, 0.201], [2.605, 0.110, -1.092], [2.139, 0.782, 0.503]], "mulliken_charge": [-0.345, 0.345, -0.624, 0.894, -0.674, -0.490, 0.224, 0.253, 0.355, -1.080, -0.514, -0.185, -1.050, 0.303, 0.254, 0.367, 0.358, 0.351, 0.272, 0.317, 0.338, 0.330], "homo_ev": -9.06, "molar_mass_g_mol": 148.16, "gap_ha": 0.3629, "smiles": "NC(=O)C(=O)O.CCNC", "de_lowest_kcal_mol": 25.50, "total_energy_ha": -532.9534}

=====

(2)
{"formula": "C25H25FN", "method": "ωB97M-V with the def2-TZVPD basis set", "elements": ["F", "C", "C", "C", "C", "C", "C", "C", "C", "C", "C", "C", "C", "N", "C", "C", "C", "C", "C", "C", "C", "C", "C", "C", "C", "C", "C", "H", "H", "H", "H", "H", "H", "H", "H", "H", "H", "H", "H", "H", "H", "H", "H", "H", "H", "H", "H", "H", "H", "H", "H", "H"], "coordinates": [[1.275, -4.729, -1.729], [0.176, -3.990, -1.375], [-1.050, -4.602, -1.296], [-2.163, -3.748, -1.245], [-2.006, -2.363, -1.168], [-0.740, -1.777, -1.128], [-0.526, -0.269, -1.090], [0.351, 0.241, -2.260], [0.375, 1.617, -2.414], [1.123, 2.254, -3.407], [1.888, 1.502, -4.308], [1.777, 0.127, -4.262], [0.991, -0.501, -3.286], [-0.124, 0.158, 0.505], [0.707, 0.975, 1.154], [2.099, 1.290, 0.723], [2.437, 2.785, 0.904], [2.228, 3.246, 2.365], [0.793, 2.987, 2.841], [0.293, 1.556, 2.502], [-1.141, -0.354, 1.350], [-2.448, 0.047, 1.083], [-3.498, -0.666, 1.620], [-3.235, -1.557, 2.679], [-1.939, -1.676, 3.190], [-0.871, -1.110, 2.505], [0.365, -2.598, -1.203], [-1.146, -5.674, -1.375], [-3.175, -4.189, -1.254], [-2.901, -1.742, -1.072], [-1.531, 0.151, -1.232], [-0.230, 2.209, -1.708], [1.081, 3.342, -3.476], [2.515, 1.973, -5.039], [2.297, -0.455, -5.012], [0.915, -1.575, -3.316], [2.797, 0.725, 1.351], [2.226, 0.959, -0.316], [3.494, 2.971, 0.627], [1.818, 3.403, 0.229], [2.915, 2.680, 3.017], [2.481, 4.299, 2.477], [0.722, 3.174, 3.938], [0.118, 3.730, 2.398], [-0.793, 1.606, 2.628], [0.627, 0.905, 3.332], [-2.607, 0.931, 0.447], [-4.501, -0.560, 1.200], [-4.049, -2.127, 3.112], [-1.757, -2.199, 4.132], [0.168, -1.207, 2.832], [1.377, -2.173, -1.172]], "mulliken_charge": [-0.299, -0.003, -0.672, -0.711, -0.388, 0.478, 0.404, 0.047, -0.426, -0.679, -0.548, -0.857, -0.223, 0.403, 0.986, -0.757, -0.713, -0.718, -0.964, -0.404, -0.396, -0.306, -0.716, -0.540, -0.841, -0.139, -0.714, 0.478, 0.388, 0.430, 0.693, 0.378, 0.392, 0.448, 0.419, 0.503, 0.426, 0.198, 0.340, 0.324, 0.324, 0.403, 0.363, 0.367, 0.292, 0.344, 0.482, 0.475, 0.450, 0.430, 0.632, 0.718], "charge": 1, "homo_ev": -12.00, "molar_mass_g_mol": 358.48, "gap_ha": 0.2966, "smiles": "Fc1cccc([C@H](c2ccccc2)[N+](=C2CCCCC2)c2ccccc2)c1", "de_lowest_kcal_mol": 18.17, "total_energy_ha": -1121.9873}

=====

(3)
{"formula": "C3H5BrFN", "method": "ωB97M-V with the def2-TZVPD basis set", "elements": ["C", "C", "C", "N", "F", "Br", "H", "H", "H", "H", "H"], "coordinates": [[1.681, 0.377, -0.712], [0.901, 0.320, -1.769], [-0.679, -0.296, 2.086], [-1.628, -0.249, 1.191], [-0.656, -1.543, 2.630], [-0.700, 1.333, -1.896], [1.462, 1.007, 0.137], [2.578, -0.218, -0.663], [1.062, -0.304, -2.639], [-1.785, 0.608, 0.681], [-2.236, -1.034, 0.954]], "mulliken_charge": [-0.529, -0.132, 0.188, -0.307, -0.244, -0.172, 0.239, 0.239, 0.350, 0.168, 0.198], "homo_ev": [-5.90, -9.82], "molar_mass_g_mol": 153.98, "gap_ha": [0.2457, 0.3092], "spin_multiplicity": 3, "de_lowest_kcal_mol": 17.54, "total_energy_ha": -2845.7355}

=====

(4)
{"formula": "C22H40ClF5N4OReTe", "method": "ωB97M-V with the def2-TZVPD basis set", "elements": ["Re", "Cl", "C", "C", "N", "H", "N", "H", "C", "C", "C", "H", "H", "H", "H", "H", "H", "C", "H", "H", "H", "C", "C", "H", "H", "C", "H", "C", "H", "H", "H", "H", "H", "C", "H", "C", "N", "H", "N", "H", "C", "C", "C", "H", "H", "H", "H", "H", "H", "C", "H", "H", "H", "C", "C", "H", "H", "C", "H", "C", "H", "H", "H", "H", "H", "C", "H", "C", "F", "Te", "F", "F", "F", "F", "O"], "coordinates": [[-0.084, 0.523, -1.661], [1.824, 1.135, -2.699], [0.199, 0.986, 2.622], [0.115, 1.001, 0.372], [0.652, 0.379, 1.482], [-1.326, 2.586, 2.841], [-0.735, 1.937, 0.891], [0.517, 0.697, 3.609], [1.511, -0.808, 1.446], [1.161, -1.707, 2.623], [1.264, -1.521, 0.125], [0.108, -2.004, 2.573], [1.776, -2.614, 2.584], [1.362, -1.230, 3.589], [3.595, -1.299, 1.439], [3.223, 0.062, 2.503], [1.127, -0.794, -0.754], [2.975, -0.399, 1.541], [0.375, -2.150, 0.205], [2.134, -2.151, -0.092], [3.234, 0.285, 0.729], [-0.689, 1.944, 2.252], [-3.073, 2.376, 0.514], [-3.278, 2.792, 1.510], [-3.783, 2.826, -0.192], [-1.649, 2.724, 0.087], [-1.896, 2.881, -2.070], [-1.376, 4.193, 0.358], [-0.350, 4.468, 0.077], [-3.243, 1.291, 0.549], [-1.854, 1.259, -1.531], [-1.539, 4.424, 1.419], [-2.076, 4.789, -0.235], [-1.334, 2.280, -1.350], [-0.280, 2.560, -1.656], [0.692, -1.872, -6.953], [0.546, -1.942, -5.578], [-0.080, -0.376, -8.354], [-0.477, -0.175, -6.218], [1.208, -2.603, -7.551], [1.231, -2.974, -4.776], [1.371, -4.237, -5.615], [2.605, -2.434, -4.398], [2.028, -4.089, -6.479], [1.822, -5.026, -4.999], [0.392, -4.603, -5.952], [1.018, -3.909, -2.867], [-0.500, -3.816, -3.789], [2.524, -1.406, -4.024], [0.419, -3.275, -3.535], [3.273, -2.460, -5.267], [3.044, -3.061, -3.612], [0.145, -2.365, -2.996], [0.053, -0.758, -7.357], [-0.180, 2.237, -6.161], [0.416, 2.304, -7.078], [-0.710, 3.190, -6.036], [-1.196, 1.106, -6.268], [-2.641, 2.148, -5.091], [-1.939, 1.198, -7.595], [-2.619, 0.346, -7.729], [0.487, 2.086, -5.302], [-1.663, 0.987, -4.155], [-1.248, 1.255, -8.445], [-2.541, 2.116, -7.604], [-2.167, 1.158, -5.113], [-2.951, 0.403, -5.229], [-0.102, -0.847, -5.100], [-4.757, -0.764, 1.671], [-3.407, -2.212, 1.663], [-4.538, -3.295, 2.863], [-1.880, -3.409, 2.038], [-2.105, -0.907, 0.868], [-2.808, -1.363, 3.250], [-1.084, -0.797, -2.141]], "mulliken_charge": [0.479, -0.634, -0.517, -0.585, 0.752, 0.374, 0.533, 0.337, 1.912, -1.753, -1.536, 0.249, 0.430, 0.409, 0.432, 0.358, 0.007, -1.901, 0.295, 0.505, 0.382, -0.539, -1.652, 0.410, 0.427, 1.883, 0.552, -1.781, 0.414, 0.233, 0.182, 0.346, 0.412, -1.812, 0.345, -0.542, 0.536, 0.322, 0.616, 0.317, 1.656, -2.110, -1.474, 0.449, 0.433, 0.408, 0.450, 0.363, 0.200, -1.360, 0.360, 0.385, 0.081, -0.528, -1.538, 0.356, 0.410, 1.582, 0.514, -2.043, 0.404, 0.235, -0.008, 0.441, 0.431, -1.285, 0.363, -0.505, -0.541, 1.480, -0.539, -0.536, -0.239, -0.447, -1.044], "charge": -2, "homo_ev": [1.91, 0.36], "molar_mass_g_mol": 820.84, "gap_ha": [0.0877, 0.1443], "spin_multiplicity": 4, "total_energy_ha": -2462.3171}